1.
31
Properties=species:S:1:pos:R:3:lowdin_spin:R:1 method="wB97M-V/def2-TZVPD" spin_multiplicity=11 gap_ev="5.71 / 5.43" energy_ha=-3789.053173 s2=30.031 homo_ev="-15.9202 / -15.9134" total_charge=+2
Fe 3.107 0.420 -0.958 3.736
Fe 0.415 -0.393 0.611 3.930
O 1.551 -1.018 -1.008 0.181
O -0.504 -0.915 -1.190 0.291
O 2.100 0.839 1.024 0.519
O -2.629 0.919 -0.895 0.001
O -2.247 2.556 1.681 0.017
O 1.840 -0.548 2.126 0.407
O 0.214 -2.566 0.936 0.036
O 0.202 -4.267 -0.399 0.011
O -4.182 1.468 -2.299 0.000
O 3.729 -0.180 0.873 0.098
O 1.031 0.366 -1.399 0.117
O -0.654 1.425 0.809 0.048
N -3.041 1.263 -1.996 0.000
N -1.136 2.468 1.290 0.005
N 0.353 -3.764 0.674 0.004
C 2.864 0.100 1.773 0.044
C -0.287 3.708 1.290 0.002
C 0.571 -0.738 -1.851 0.549
C -1.967 1.360 -3.037 0.001
C 0.947 -4.563 1.794 0.002
H 0.756 3.417 1.182 0.000
H -0.267 4.035 2.331 0.000
H -1.044 1.873 -2.780 0.001
H 1.223 -5.548 1.436 0.000
H -2.443 1.999 -3.784 0.000
H 1.819 -4.007 2.129 0.000
H -0.703 4.411 0.578 0.000
H 0.185 -4.516 2.569 0.000
H -1.804 0.394 -3.508 0.000

2.
16
Properties=species:S:1:pos:R:3:mulliken_charge:R:1 method="wB97M-V/def2-TZVPD" gap_ev=10.44 smiles="CC1([C@@H]2C=N2)CC1" energy_ha=-288.636365 homo_ev=-9.4280 total_charge=0
N -2.369 -0.657 -0.307 -0.499
C -1.071 0.220 -0.656 -0.609
C -2.229 0.486 0.154 -0.183
C 0.778 -1.310 -0.370 -0.866
C 1.124 1.246 -0.096 -1.296
C 0.333 -0.989 1.016 -0.970
C 0.277 -0.008 -0.072 1.404
H 1.820 -1.483 -0.496 0.318
H -2.566 1.303 0.740 0.290
H 1.496 1.620 0.902 0.285
H -0.968 0.567 -1.674 0.548
H 0.212 -1.838 -1.078 0.258
H 0.661 2.177 -0.581 0.329
H -0.536 -1.431 1.307 0.355
H 2.056 0.874 -0.578 0.327
H 0.984 -0.777 1.789 0.308

3.
44
Properties=species:S:1:pos:R:3:lowdin_spin:R:1 method="wB97M-V/def2-TZVPD" spin_multiplicity=6 gap_ev="7.36 / 4.81" energy_ha=-1476.219008 s2=8.804 homo_ev="-13.1322 / -15.0386" total_charge=+2
Ir 2.183 0.739 -0.096 2.190
S 2.428 0.767 1.993 0.622
N -1.403 0.060 -1.476 0.289
N -1.268 0.125 -2.841 0.057
N 1.307 -0.462 -2.778 0.015
N 1.265 1.938 -1.304 0.169
N 0.723 1.822 -2.587 0.018
N 1.908 -0.530 -1.517 0.169
C 1.346 -0.912 3.841 0.091
C -0.845 0.744 4.392 0.008
C 1.109 0.216 3.017 0.190
C 0.570 -1.146 4.981 0.006
C -0.072 0.956 3.238 0.094
C -2.081 -2.297 2.648 0.001
C -2.635 -0.290 -1.163 0.001
C 1.789 -1.479 -3.531 0.054
C -0.507 -0.289 5.286 0.148
C -2.478 -0.179 -3.386 0.259
C 2.496 -2.333 -2.682 0.019
C 1.213 3.271 -0.977 0.047
C 2.467 -1.778 -1.405 0.061
C 0.676 3.054 -3.150 0.059
C -3.387 -0.462 -2.340 0.369
C 0.962 3.982 -2.148 0.015
B 0.212 0.532 -3.279 0.000
H -2.905 -0.401 -0.113 -0.005
H -3.049 -2.159 3.047 0.000
H -1.115 -0.473 6.186 0.006
H -4.428 -0.749 -2.376 0.013
H -0.341 1.737 2.527 0.002
H -1.681 -1.451 2.069 0.000
H -1.391 -2.511 3.466 0.000
H 2.195 -1.554 3.599 0.004
H 0.241 0.633 -4.475 0.000
H 1.343 3.583 0.048 0.003
H 2.971 -3.248 -2.977 0.001
H -2.056 -3.195 2.027 0.000
H 0.448 3.150 -4.225 0.003
H -1.722 1.376 4.604 -0.001
H 2.759 -2.166 -0.442 0.010
H 0.998 5.051 -2.274 0.001
H 0.787 -2.004 5.639 -0.001
H 1.596 -1.489 -4.613 0.003
H -2.628 -0.177 -4.452 0.008